1.
{"formula": "C12H9F5N2O3Pd", "method": "ωB97M-V/def2-TZVPD", "de_lowest_ev": 0.0018, "orbital_gap_ev": 6.10, "e_homo_ev": -16.08, "total_charge": 2, "spin_multiplicity": 1, "species": ["Pd", "F", "C", "C", "C", "F", "C", "F", "C", "F", "C", "F", "O", "H", "H", "N", "C", "C", "C", "N", "C", "C", "H", "H", "H", "H", "H", "H", "O", "C", "O", "H"], "positions_angstrom": [[1.471, 0.931, 0.526], [2.821, 0.042, -2.317], [1.533, 0.331, -2.418], [0.748, 0.730, -1.346], [-0.598, 1.018, -1.529], [-1.378, 1.431, -0.517], [-1.170, 0.910, -2.784], [-2.443, 1.197, -2.942], [-0.393, 0.509, -3.864], [-0.929, 0.407, -5.052], [0.952, 0.227, -3.678], [1.697, -0.148, -4.691], [0.476, 2.709, 0.886], [0.989, 3.514, 0.703], [-0.404, 2.815, 0.484], [-2.782, -2.607, 3.034], [-1.876, -1.820, 2.474], [-1.003, -2.295, 1.461], [-0.083, -1.460, 0.913], [0.032, -0.163, 1.303], [-0.792, 0.317, 2.269], [-1.730, -0.463, 2.865], [-2.881, -3.572, 2.762], [-3.395, -2.271, 3.760], [-1.051, -3.321, 1.124], [0.603, -1.806, 0.153], [-0.659, 1.347, 2.570], [-2.350, -0.039, 3.643], [2.796, -0.483, 0.318], [3.719, 0.380, 0.037], [3.329, 1.573, -0.048], [4.753, 0.061, -0.099]], "nbo_charge": [1.33, -0.28, 0.35, -0.10, 0.26, -0.31, 0.30, -0.24, 0.34, -0.23, 0.29, -0.24, -0.89, 0.55, 0.55, -0.69, 0.29, -0.28, 0.06, -0.48, 0.04, -0.27, 0.43, 0.43, 0.26, 0.24, 0.24, 0.26, -0.53, 0.66, -0.58, 0.22]}

=====

2.
{"formula": "C12H9NOS", "method": "ωB97M-V/def2-TZVPD", "de_lowest_ev": 2.3561, "orbital_gap_ev": 9.26, "e_homo_ev": -9.05, "spin_multiplicity": 1, "species": ["C", "C", "N", "O", "S", "C", "C", "C", "C", "C", "C", "C", "C", "C", "C", "H", "H", "H", "H", "H", "H", "H", "H", "H"], "positions_angstrom": [[-0.297, 0.902, -0.969], [0.504, 1.420, -0.218], [-2.350, 0.739, -2.160], [2.719, 1.834, 0.137], [0.124, -0.385, 2.262], [0.938, -0.826, 3.744], [2.061, -0.104, 3.880], [2.426, 0.745, 2.769], [1.488, 0.721, 1.846], [-3.203, 0.050, -2.939], [-1.221, 0.085, -1.657], [-3.003, -1.265, -3.249], [-0.902, -1.247, -2.067], [-1.812, -1.923, -2.913], [1.488, 1.678, 0.806], [2.829, 1.117, -0.493], [0.665, -1.589, 4.541], [2.701, -0.131, 4.789], [3.316, 1.511, 2.747], [-4.126, 0.420, -3.323], [-3.816, -1.682, -3.876], [-0.108, -1.778, -1.567], [-1.679, -2.924, -3.349], [1.257, 2.633, 1.260]], "nbo_charge": [-0.01, 0.02, -0.38, -0.68, 0.40, -0.41, -0.25, -0.24, -0.19, 0.03, 0.10, -0.25, -0.22, -0.17, -0.02, 0.48, 0.26, 0.22, 0.25, 0.20, 0.22, 0.23, 0.23, 0.22]}

=====

3.
{"formula": "C13H10BrCoN2O4S", "method": "ωB97M-V/def2-TZVPD", "de_lowest_ev": 1.6559, "orbital_gap_ev": [4.83, 5.76], "e_homo_ev": [-7.18, -7.19], "spin_multiplicity": 1, "species": ["Co", "S", "C", "C", "C", "C", "C", "N", "H", "H", "H", "H", "Br", "C", "C", "C", "C", "C", "N", "C", "O", "O", "H", "H", "H", "C", "O", "C", "O", "H", "H", "H"], "positions_angstrom": [[-1.042, -0.014, -0.191], [1.744, 0.079, -2.076], [1.589, -1.186, -0.852], [2.626, -2.093, -0.720], [2.523, -3.089, 0.229], [1.398, -3.143, 1.034], [0.407, -2.212, 0.839], [0.486, -1.263, -0.106], [3.506, -1.979, -1.335], [3.333, -3.792, 0.373], [1.292, -3.883, 1.815], [-0.477, -2.196, 1.463], [2.668, 0.489, 1.768], [1.305, 1.502, -1.121], [2.169, 2.575, -1.029], [1.795, 3.664, -0.263], [0.581, 3.654, 0.403], [-0.227, 2.552, 0.262], [0.125, 1.514, -0.505], [-1.539, 2.373, 0.976], [-2.094, 3.294, 1.508], [-1.964, 1.124, 0.947], [3.127, 2.534, -1.525], [2.468, 4.504, -0.158], [0.244, 4.465, 1.032], [-4.137, -1.770, 0.119], [-2.761, -1.398, -0.193], [-2.559, -0.538, -1.203], [-3.253, -0.189, -2.077], [-4.544, -1.028, 0.800], [-4.082, -2.744, 0.590], [-4.708, -1.805, -0.804]], "nbo_charge": [1.13, 0.32, 0.12, -0.22, -0.10, -0.23, 0.08, -0.56, 0.24, 0.23, 0.24, 0.21, -0.95, 0.11, -0.21, -0.11, -0.18, 0.12, -0.48, 0.75, -0.55, -0.76, 0.25, 0.23, 0.26, -0.25, -0.55, 0.73, -0.49, 0.22, 0.21, 0.21]}

=====

4.
{"formula": "C13H10ClFeN4O2", "method": "ωB97M-V/def2-TZVPD", "de_lowest_ev": 0.0000, "s2": 6.01, "orbital_gap_ev": [7.74, 7.62], "e_homo_ev": [-10.85, -10.94], "total_charge": 1, "spin_multiplicity": 5, "species": ["Fe", "N", "C", "C", "N", "C", "C", "N", "C", "C", "N", "H", "H", "H", "H", "H", "H", "Cl", "C", "C", "C", "C", "O", "C", "C", "O", "C", "H", "H", "H", "H"], "positions_angstrom": [[-0.069, 0.089, 0.148], [3.812, -0.047, 1.421], [4.225, -0.044, 0.106], [3.096, -0.132, -0.641], [2.004, -0.198, 0.196], [2.474, -0.142, 1.433], [1.535, -0.140, 2.547], [0.254, -0.122, 2.255], [-0.428, -0.108, 3.444], [0.472, -0.118, 4.466], [1.720, -0.136, 3.881], [4.422, 0.004, 2.220], [5.262, 0.022, -0.170], [2.999, -0.166, -1.712], [-1.503, -0.096, 3.483], [0.345, -0.115, 5.534], [2.592, -0.176, 4.381], [-5.973, 4.281, -0.276], [-4.740, 3.066, -0.214], [-5.103, 1.711, -0.274], [-4.153, 0.723, -0.229], [-2.786, 1.041, -0.120], [-1.909, 0.067, -0.071], [-2.427, 2.410, -0.061], [-1.071, 2.850, 0.036], [-0.061, 2.128, 0.082], [-3.425, 3.411, -0.110], [-6.150, 1.453, -0.361], [-4.432, -0.320, -0.278], [-0.909, 3.935, 0.079], [-3.136, 4.453, -0.063]], "nbo_charge": [1.55, -0.47, -0.07, -0.05, -0.59, 0.33, 0.30, -0.55, -0.06, -0.06, -0.48, 0.44, 0.25, 0.24, 0.25, 0.25, 0.44, 0.03, -0.09, -0.15, -0.23, 0.41, -0.83, -0.30, 0.44, -0.69, -0.14, 0.24, 0.23, 0.16, 0.23]}

=====

5.
{"formula": "C13H10IN2", "method": "ωB97M-V/def2-TZVPD", "orbital_gap_ev": 7.56, "e_homo_ev": -11.57, "total_charge": 1, "spin_multiplicity": 1, "species": ["C", "C", "N", "C", "N", "C", "C", "C", "I", "C", "C", "C", "C", "C", "C", "C", "H", "H", "H", "H", "H", "H", "H", "H", "H", "H"], "positions_angstrom": [[0.352, -2.372, 3.263], [0.104, -1.883, 2.054], [-0.609, -1.302, 0.872], [-1.997, -1.710, 0.623], [-2.399, -0.928, -0.561], [-3.762, -0.948, -1.220], [-4.710, 0.042, -0.732], [-1.306, -0.073, -1.054], [-1.486, 1.239, -2.790], [-0.083, -0.309, -0.075], [1.344, 0.407, -0.148], [2.657, -0.394, 0.212], [4.063, 0.343, 0.135], [4.061, 1.875, -0.312], [2.761, 2.690, -0.681], [1.358, 1.934, -0.592], [0.473, -2.582, 4.401], [-2.682, -2.439, 1.204], [-4.002, -1.701, -2.068], [-4.284, 1.106, -0.520], [-5.827, -0.167, -0.543], [2.650, -1.500, 0.520], [5.066, -0.162, 0.394], [5.083, 2.397, -0.342], [2.762, 3.798, -1.007], [0.421, 2.535, -0.880]], "nbo_charge": [-0.15, 0.09, -0.37, 0.24, -0.40, -0.09, -0.32, -0.01, 0.33, 0.17, -0.12, -0.19, -0.21, -0.18, -0.21, -0.18, 0.31, 0.30, 0.27, 0.23, 0.25, 0.25, 0.26, 0.24, 0.26, 0.24]}

=====

6.
{"formula": "C13H10N3O4RhS", "method": "ωB97M-V/def2-TZVPD", "orbital_gap_ev": [6.38, 6.28], "e_homo_ev": [-9.34, -9.34], "spin_multiplicity": 1, "species": ["Rh", "O", "S", "O", "O", "O", "C", "N", "C", "C", "N", "C", "H", "H", "H", "H", "H", "H", "N", "C", "C", "C", "C", "C", "C", "C", "C", "C", "H", "H", "H", "H"], "positions_angstrom": [[0.281, -0.277, 0.092], [-2.505, -1.916, 2.143], [-1.415, -1.362, 1.420], [-0.101, -2.056, 1.526], [-1.081, 0.074, 1.801], [-1.645, -1.277, -0.084], [-3.102, 4.325, -0.190], [-2.243, 3.294, -0.705], [-1.724, 3.206, -1.963], [-0.922, 2.101, -1.974], [-0.950, 1.532, -0.741], [-1.757, 2.260, -0.002], [-3.329, 5.037, -0.981], [-2.605, 4.853, 0.626], [-4.032, 3.898, 0.187], [-1.949, 3.922, -2.726], [-0.348, 1.682, -2.776], [-2.005, 2.046, 1.018], [9.494, 0.736, -3.467], [8.425, 0.621, -3.069], [7.111, 0.475, -2.573], [6.635, -0.796, -2.238], [5.352, -0.948, -1.764], [4.524, 0.174, -1.607], [5.012, 1.449, -1.933], [6.291, 1.598, -2.419], [3.211, 0.035, -1.126], [2.058, -0.051, -0.704], [7.278, -1.656, -2.360], [4.971, -1.924, -1.502], [4.367, 2.307, -1.807], [6.664, 2.574, -2.688]], "nbo_charge": [1.17, -0.90, 2.49, -0.93, -0.88, -0.84, -0.40, -0.32, -0.09, -0.07, -0.47, 0.20, 0.22, 0.22, 0.22, 0.23, 0.23, 0.24, -0.28, 0.27, -0.16, -0.16, -0.16, -0.16, -0.16, -0.15, 0.11, -0.41, 0.23, 0.23, 0.23, 0.23]}

=====

7.
{"formula": "C13H11AuFN2O2S2", "method": "ωB97M-V/def2-TZVPD", "orbital_gap_ev": 7.33, "e_homo_ev": -4.46, "total_charge": -1, "spin_multiplicity": 1, "species": ["Au", "N", "N", "C", "O", "O", "H", "H", "H", "S", "C", "C", "C", "C", "C", "C", "S", "H", "H", "H", "H", "F", "C", "C", "C", "C", "C", "C", "H", "H", "H", "H"], "positions_angstrom": [[-0.427, 0.456, 0.197], [1.217, -0.510, -1.341], [2.038, -1.412, -0.662], [2.050, -1.412, 0.769], [3.002, -2.003, 1.278], [1.069, -0.841, 1.333], [0.670, -0.970, -2.057], [1.734, 0.272, -1.727], [2.938, -1.615, -1.065], [-2.228, 1.705, 0.631], [-3.590, 0.633, 0.260], [-4.875, 1.141, 0.440], [-5.986, 0.345, 0.215], [-5.815, -0.975, -0.194], [-4.539, -1.479, -0.382], [-3.409, -0.684, -0.175], [-1.797, -1.323, -0.493], [-4.995, 2.167, 0.770], [-6.979, 0.751, 0.366], [-6.676, -1.611, -0.363], [-4.397, -2.506, -0.696], [2.841, 5.674, 0.258], [2.115, 4.524, 0.274], [1.994, 3.828, 1.457], [1.249, 2.654, 1.463], [0.637, 2.183, 0.304], [0.776, 2.923, -0.869], [1.523, 4.098, -0.894], [2.479, 4.199, 2.351], [1.158, 2.087, 2.381], [0.284, 2.598, -1.778], [1.634, 4.684, -1.798]], "nbo_charge": [1.10, -0.67, -0.54, 0.87, -0.73, -0.80, 0.37, 0.36, 0.37, -0.12, -0.19, -0.23, -0.24, -0.24, -0.22, -0.19, -0.29, 0.21, 0.20, 0.20, 0.21, -0.35, 0.37, -0.29, -0.23, -0.26, -0.25, -0.30, 0.22, 0.23, 0.21, 0.22]}